DFT (wB97M-V/def2-TZVPD) results for C27H44AuCl2NOP as an isolated structure.

Output
* LUMO energy (alpha / beta): 2.33 / 0.59 eV
* HOMO-LUMO gap (alpha / beta): 4.3439 / 2.9243 eV
* HOMO (alpha / beta): -2.0116 / -2.3369 eV
* DFT total energy: -2582.63480 a.u.

```
! wB97M-V def2-TZVPD RIJCOSX def2/J DEFGRID3
* xyz -1 3
P -2.574 -1.650 -0.358
C -2.946 -1.309 -2.135
C -3.865 -2.347 -2.786
C -3.985 -2.079 -4.293
C -4.411 -0.643 -4.610
C -3.549 0.404 -3.896
C -3.422 0.128 -2.393
C -3.807 -1.025 0.848
C -5.187 -1.652 0.678
C -6.077 -1.222 1.855
C -6.118 0.298 2.057
C -4.734 0.963 2.063
C -3.868 0.513 0.884
C -2.120 -3.407 -0.066
C -0.988 -3.820 -1.025
C -0.496 -5.248 -0.769
C -0.157 -5.523 0.698
C -1.229 -5.039 1.675
C -1.694 -3.605 1.400
H -1.923 -1.385 -2.560
H -4.859 -2.299 -2.317
H -3.484 -3.365 -2.625
H -4.693 -2.788 -4.736
H -3.007 -2.266 -4.758
H -4.359 -0.473 -5.690
H -5.461 -0.501 -4.325
H -2.542 0.409 -4.333
H -3.972 1.405 -4.043
H -2.718 0.838 -1.935
H -4.405 0.277 -1.921
H -3.386 -1.343 1.823
H -5.686 -1.689 2.770
H -5.115 -2.748 0.646
H -5.630 -1.323 -0.275
H -7.092 -1.607 1.703
H -6.624 0.525 3.002
H -6.728 0.753 1.266
H -4.838 2.055 2.042
H -4.208 0.707 2.993
H -2.849 0.919 0.960
H -4.306 0.889 -0.049
H -3.059 -3.953 -0.291
H -1.301 -3.727 -2.076
H -0.164 -3.099 -0.901
H -1.280 -5.943 -1.095
H 0.380 -5.435 -1.400
H 0.796 -5.038 0.942
H -0.001 -6.597 0.835
H -0.856 -5.096 2.703
H -2.102 -5.701 1.612
H -2.517 -3.352 2.083
H -0.881 -2.895 1.611
Au 1.287 1.484 0.165
Cl 0.143 -0.126 1.906
Cl 0.734 -0.664 -1.546
C -0.266 2.209 -0.770
H -0.505 1.793 -1.756
C -1.029 3.276 -0.229
C -1.143 3.344 1.188
C -1.506 4.541 1.780
C -1.796 5.665 0.989
C -1.799 5.558 -0.412
C -1.474 4.370 -1.041
H -0.884 2.464 1.779
H -1.546 4.619 2.867
H -2.048 6.434 -1.014
H -1.475 4.255 -2.127
H -2.022 6.623 1.465
C 4.941 0.140 2.044
C 3.647 0.182 1.284
N 3.208 -0.913 0.688
O 3.041 1.308 1.255
H 5.388 -0.857 2.018
H 4.772 0.443 3.083
H 5.635 0.869 1.604
H 2.332 -0.939 0.141
H 3.770 -1.757 0.771
*
```


DFT (wB97M-V/def2-TZVPD) results for a 2-piece molecular cluster, C27H44BBr4F5O8Si overall.

Output
* LUMO energy: -0.23 eV
* HOMO-LUMO gap: 9.3475 eV
* HOMO: -9.5824 eV
* DFT total energy: -12766.57313 a.u.

```
! wB97M-V def2-TZVPD RIJCOSX def2/J DEFGRID3
* xyz 0 1
C -3.488 3.741 2.201
C -3.804 3.256 1.014
C -3.890 2.358 -0.346
C -2.397 1.943 -0.880
C -1.694 1.061 0.315
C -0.274 0.403 -0.155
O 0.165 1.345 -1.225
C 0.911 0.626 0.964
C 1.286 2.213 1.136
O 1.401 2.426 2.601
Si 2.210 3.921 2.966
C 3.886 3.528 3.824
C 2.330 5.156 1.507
C 1.123 4.801 4.326
O -0.307 -0.857 -0.792
C -0.803 -2.021 -0.142
C -0.892 -2.112 1.443
C 0.460 -2.442 2.251
C 0.508 -1.772 3.753
C 2.045 -1.386 4.142
O 2.333 -0.601 5.117
O 3.204 -1.941 3.443
B -2.357 -2.264 -0.701
O -3.536 -2.014 0.126
O -2.644 -2.693 -2.077
C -2.816 -1.496 -2.930
C -2.395 -1.953 -4.449
C 0.002 -3.268 -0.868
O 1.461 -3.205 -0.599
C 2.168 -3.078 -1.873
F 2.077 -1.715 -2.412
C 3.767 -3.291 -1.559
F 4.406 -3.799 -2.759
F 4.257 -1.948 -1.246
C 3.970 -4.275 -0.298
F 3.317 -5.533 -0.648
F 5.405 -4.488 -0.165
C -0.644 -4.707 -0.631
Br -0.885 -5.597 1.164
C -1.088 -5.552 -1.734
C -1.720 -7.037 -1.454
Br -0.947 -5.063 -3.649
H -3.066 4.110 3.204
H -4.392 3.032 -1.145
H -4.557 1.428 -0.184
H -1.850 2.955 -1.049
H -2.528 1.340 -1.848
H -2.430 0.315 0.782
H -1.447 1.845 1.144
H 0.554 0.808 -1.972
H 1.830 -0.036 0.776
H 0.400 0.344 1.976
H 2.294 2.488 0.658
H 0.410 2.900 0.803
H 4.815 3.853 3.215
H 3.939 2.377 3.956
H 3.884 3.971 4.893
H 3.142 4.870 0.726
H 1.344 5.352 0.950
H 2.670 6.177 1.960
H 0.230 5.375 3.842
H 1.764 5.509 4.991
H 0.762 3.940 5.018
H -1.305 -1.130 1.926
H -1.709 -2.903 1.710
H 1.370 -2.013 1.659
H 0.689 -3.554 2.411
H -0.087 -0.787 3.776
H 0.143 -2.500 4.569
H 3.354 -1.416 2.604
H -4.341 -2.042 -0.463
H -2.091 -0.648 -2.652
H -3.914 -1.152 -2.942
H -2.784 -3.005 -4.697
H -1.233 -1.900 -4.497
H -2.806 -1.212 -5.246
H -0.066 -2.968 -1.996
H 1.783 -3.872 -2.625
H 3.588 -3.831 0.688
H -1.841 -7.604 -2.466
H -2.738 -6.916 -0.937
H -1.006 -7.696 -0.821
Br -1.470 6.513 -1.993
C -0.781 6.122 -3.775
C -1.444 4.899 -4.360
Br -0.720 3.265 -3.581
H 0.302 6.026 -3.685
H -1.014 7.007 -4.370
H -1.234 4.821 -5.429
H -2.523 4.875 -4.205
*
```


DFT (wB97M-V/def2-TZVPD) results for C27H44BrMgN6O2Se as an isolated structure.

Output
* LUMO energy: -2.17 eV
* HOMO-LUMO gap: 8.1282 eV
* HOMO: -10.2971 eV
* ΔE to the lowest compared entry with this formula, charge and spin: 14.8 kcal/mol
* DFT total energy: -6709.75645 a.u.

```
! wB97M-V def2-TZVPD RIJCOSX def2/J DEFGRID3
* xyz 1 1
Mg 1.288 0.338 0.050
N 2.231 0.999 2.088
C 2.580 2.405 1.795
C 1.310 3.135 1.386
N 0.709 2.492 0.199
C 0.871 3.195 -1.095
C 1.649 2.332 -2.085
N 1.081 0.965 -2.065
H 1.747 0.953 2.978
H 3.072 0.437 2.172
H 3.291 2.404 0.964
H 3.052 2.917 2.635
H 1.527 4.188 1.202
H 0.596 3.088 2.210
H -0.283 2.335 0.359
H 1.394 4.141 -0.952
H -0.112 3.421 -1.509
H 2.697 2.270 -1.782
H 1.613 2.787 -3.076
H 1.540 0.380 -2.755
H 0.091 1.000 -2.312
C -7.983 -0.495 -0.061
C -6.913 -0.042 -1.053
C -5.920 0.968 -0.476
C -4.950 0.399 0.558
N -4.108 -0.673 0.019
C -3.087 -0.485 -0.861
Se -2.409 1.138 -1.374
N -2.620 -1.713 -1.203
C -1.544 -1.964 -2.163
C -1.967 -1.714 -3.608
C -3.125 -2.589 -4.086
C -2.756 -4.061 -4.266
C -3.322 -2.695 -0.508
C -3.193 -4.076 -0.471
C -4.052 -4.773 0.364
C -5.004 -4.110 1.144
C -5.127 -2.729 1.110
C -4.272 -2.035 0.264
H -8.743 -1.101 -0.555
H -8.484 0.367 0.388
H -7.568 -1.097 0.748
H -7.403 0.422 -1.910
H -6.371 -0.909 -1.444
H -6.466 1.785 0.005
H -5.330 1.410 -1.280
H -5.488 -0.015 1.411
H -4.286 1.184 0.916
H -1.230 -2.997 -2.023
H -0.706 -1.325 -1.891
H -1.090 -1.890 -4.239
H -2.232 -0.661 -3.709
H -3.475 -2.193 -5.041
H -3.967 -2.496 -3.392
H -1.887 -4.166 -4.920
H -3.579 -4.616 -4.715
H -2.520 -4.547 -3.317
H -2.451 -4.597 -1.060
H -3.983 -5.852 0.413
H -5.662 -4.684 1.784
H -5.860 -2.222 1.722
N -1.440 -3.074 2.881
C -1.601 -1.645 2.656
C -0.707 -1.216 1.512
O -0.487 -0.043 1.229
O -0.211 -2.199 0.800
H -0.815 -3.273 3.651
H -0.495 -3.027 1.266
H -2.319 -3.539 3.061
H -1.401 -1.008 3.517
H -2.619 -1.440 2.328
Br 7.020 -3.357 -0.404
C 5.403 -2.372 -0.322
C 4.524 -2.588 0.726
C 3.342 -1.855 0.769
C 2.975 -0.902 -0.199
C 3.915 -0.737 -1.229
C 5.112 -1.447 -1.306
H 4.761 -3.315 1.493
H 2.676 -2.057 1.610
H 3.729 -0.020 -2.030
H 5.808 -1.279 -2.119
*
```